(1)
Computed, not measured: 3 unconnected molecules or ions with the total composition C4H16N2O at a distorted geometry, with wB97M-V/def2-TZVPD.

The energy relative to the best compared isomer or geometry (same formula, charge and spin) comes out at 100.7 kcal per mole. The total energy is -9414.9437 eV. The calculation puts the LUMO energy at -7.764 eV. For the HOMO-LUMO gap, the calculation gives 11.51 eV. As for the total charge: +2. Its highest occupied orbital energy is -19.272 eV.

Last column: natural (NBO) charge in e.
Atoms and positions in Å:
C  1.3927  1.9879  0.0940  -0.701
C  0.8170  0.7189  -0.7384  0.162
C  0.9158  -0.5458  -0.0029  -0.538
C  -0.4145  -0.1682  0.7110  -0.240
N  -1.5659  -0.9493  0.1250  -0.758
N  2.1070  0.0388  -2.1716  -0.886
H  0.7357  2.4393  0.8405  0.281
H  2.2319  1.7541  0.6761  0.253
H  1.5027  2.9173  -0.5335  0.279
H  -0.1141  1.0266  -1.3673  0.258
H  1.6776  -0.8734  0.8222  0.307
H  0.9841  -1.4363  -0.8300  0.268
H  -0.3814  -0.5299  1.8306  0.271
H  -0.8194  0.9003  0.5522  0.273
H  -1.4066  -1.9235  -0.0931  0.429
H  -2.1654  -1.1869  1.1130  0.509
H  -2.0235  -0.6894  -0.7153  0.437
H  2.4269  0.9496  -2.6311  0.429
H  1.5926  -0.2123  -3.0099  0.421
H  2.9633  -0.4714  -2.0414  0.438
H  -2.9933  -1.4659  3.0860  0.531
H  -4.2009  -1.0931  2.1509  0.534
O  -3.2621  -1.1875  2.1330  -0.955

(2)
Computed, not measured: a gas-phase ion, C9H9N2O (charge +1) at a distorted geometry, with wB97M-V/def2-TZVPD.

The energy relative to the best compared isomer or geometry (same formula, charge and spin) comes out at 13.0 kcal per mole. The total energy is -14498.6451 eV. The calculation puts the LUMO energy (alpha / beta) at -5.186 / -5.187 eV. The SMILES is C=C1C(=O)N2C=CC=CC2=[N+]1C. For the HOMO-LUMO gap (alpha / beta), the calculation gives 7.72 / 7.72 eV. As for the total charge: +1. Its highest occupied orbital energy (alpha / beta) is -12.906 / -12.906 eV.

Last column: natural (NBO) charge in e.
Atoms and positions in Å:
C  2.0684  -1.1543  1.8750  -0.308
C  1.1091  -0.4789  1.2660  0.043
C  0.4637  0.9902  1.5275  0.691
O  0.4665  1.8038  2.4103  -0.444
N  -0.4454  1.0642  0.4486  -0.392
C  -1.1882  2.1374  0.1608  0.081
C  -1.9346  2.2031  -0.9938  -0.254
C  -1.8197  1.0907  -1.9233  -0.072
C  -1.0448  -0.0001  -1.6075  -0.281
C  -0.2463  -0.0066  -0.4013  0.483
N  0.6067  -0.9289  0.1183  -0.353
C  0.9877  -2.2461  -0.4082  -0.436
H  2.3253  -2.1744  1.5260  0.227
H  2.4804  -0.7991  2.7422  0.235
H  -0.9689  2.9909  0.8362  0.270
H  -2.7270  2.9872  -1.0326  0.269
H  -2.4901  1.2509  -2.7680  0.260
H  -1.0337  -0.7629  -2.3587  0.259
H  0.5521  -2.7006  -1.2952  0.260
H  2.0676  -2.3008  -0.5337  0.232
H  0.7710  -2.9658  0.4113  0.231